(1)
Computed, not measured: a structure of composition C16H38BaClO4SiTi at a distorted geometry, with wB97M-V/def2-TZVPD.

## Properties
net charge = -2
energy = -2558.15146 Eh
Kohn-Sham gap (alpha / beta) = 2.34 / 3.04 eV
HOMO level (alpha / beta) = 1.55 / 0.82 eV
multiplicity = 2
⟨S²⟩ = 0.75

Element x y z (Å)
H  0.7198  -0.9862  3.7110
H  2.1858  0.4214  -4.5864
C  0.7574  -2.0236  1.8027
C  2.6274  1.8732  0.4875
C  2.0111  2.3452  1.8069
H  -2.2616  2.5753  1.2828
H  3.6445  1.5299  2.9933
H  -0.7876  -3.3848  -0.9261
C  -3.5173  0.1655  3.4194
C  -0.6069  -2.6512  2.0304
H  -3.1266  0.5959  4.3504
H  1.8474  -3.8762  1.6075
H  -0.4815  -3.6058  2.5648
C  1.3944  -1.6178  3.1203
H  2.3410  -1.0894  2.9537
H  1.8999  1.9648  -0.3372
Ti  0.2579  -1.0004  -5.6770
H  3.8341  3.2382  2.5580
H  1.1968  -3.2608  0.0664
H  3.4707  2.5280  0.2310
Ba  0.5588  -0.1606  -1.6152
C  1.6622  -2.9661  1.0190
C  -3.2587  0.0585  0.9320
H  0.5197  3.5996  0.8445
C  -0.9035  -0.0785  -4.2579
H  2.6848  2.7734  3.8338
O  -0.4577  1.3211  0.0252
C  3.1049  2.4770  2.8648
O  -1.3445  0.2810  2.4381
C  1.3120  3.6876  1.5975
H  -1.0619  -2.5522  -2.4955
C  -1.0417  -2.4307  -1.3986
H  3.0249  0.8509  0.5711
H  -0.4628  -1.3439  -8.1574
H  -3.4738  -0.9274  3.4873
Cl  0.2703  -3.2001  -5.6438
H  2.6307  -2.4913  0.8126
H  -1.2353  -1.9942  2.6437
C  2.1502  -0.3300  -5.3925
H  -4.5676  0.4621  3.3166
H  -1.6191  -0.5345  -3.5485
H  -1.2015  0.1555  -7.4794
H  -2.4272  2.6433  3.0661
H  -4.3270  0.2940  0.8400
O  1.0475  1.3910  2.3323
H  -3.1440  -1.0332  0.9412
Si  -0.1029  0.6410  1.4219
H  0.5327  0.1588  -7.9871
H  2.7814  -1.2023  -5.1613
H  -2.0323  -2.1051  -1.0450
H  2.4662  0.1188  -6.3489
H  1.6099  -2.5213  3.7095
H  -1.1083  -2.8400  1.0719
C  -2.7259  0.6728  2.2196
H  2.0435  4.4358  1.2585
H  -1.0587  1.0194  -4.3651
C  -2.8208  2.1926  2.1455
H  0.8666  4.0371  2.5393
O  0.5901  -0.8269  0.9610
H  -2.7350  0.4719  0.0611
C  -0.2807  -0.4413  -7.5569
H  -3.8720  2.4954  2.0398

***

(2)
Computed, not measured: an isolated molecule of C7H6ClNO2S at a distorted geometry, with wB97M-V/def2-TZVPD.

## Properties
ΔE to the lowest compared entry with this formula, charge and spin = 0.0 kcal/mol
net charge = 0
energy = -1333.79286 Eh
Kohn-Sham gap (alpha / beta) = 7.03 / 7.32 eV
HOMO level (alpha / beta) = -7.22 / -9.95 eV
multiplicity = 3
⟨S²⟩ = 2.03

Element x y z (Å)
H  -0.6414  1.0570  0.9263
H  1.2803  -1.5938  -1.9210
C  1.5238  -1.9081  0.0195
C  0.8698  -1.2687  -0.9908
C  1.2512  -1.4303  1.4569
C  0.1382  0.4467  0.5691
O  1.7769  -1.5560  4.0246
H  -1.0751  -0.5804  -0.7777
C  -0.1219  -0.1491  -0.7775
C  0.0430  -0.6332  1.5586
S  2.2815  -1.9036  2.7214
O  3.1869  -3.0464  -1.2009
Cl  2.0296  -4.5550  0.5202
N  -0.9269  -0.9620  2.2948
H  1.0950  0.8398  0.5922
H  -0.0045  0.6684  -1.4463
C  2.3665  -3.0134  -0.3535
H  -1.8326  -0.3938  2.1247